## A
Formula: C22H28N4O5S
Source: the OMol25 dataset
Level of theory: ωB97M-V/def2-TZVPD

ORCA input file:
```
! RIJCOSX wB97M-V def2-TZVPD def2/J DEFGRID3
* xyz 0 1
C 3.47228 2.06474 2.39965
C 3.05310 1.19687 1.21322
C 1.52061 1.15228 1.13671
O 0.84070 0.71070 2.03482
N 1.01512 1.61533 -0.04912
C -0.31895 1.69773 -0.45174
C -0.60917 2.45014 -1.59242
C -1.91174 2.56772 -2.03537
C -2.92656 1.92988 -1.34652
S -4.62127 2.11186 -1.91550
O -4.57865 2.54181 -3.28199
O -5.33950 0.92011 -1.57694
N -5.31735 3.35529 -1.04738
C -5.49881 3.13119 0.36971
C -4.32279 3.83450 1.07575
C -3.75590 4.80372 0.02257
C -4.69415 4.65145 -1.18807
C -2.64943 1.15999 -0.23332
C -1.34895 1.04323 0.22296
N 3.62411 -0.14205 1.29027
C 3.35722 -0.94294 0.10976
C 4.26302 -2.18004 0.12575
N 4.02489 -2.94458 1.32311
C 3.46599 -4.17352 1.44574
O 3.16013 -4.62710 2.53974
C 3.24487 -5.01926 0.25697
C 2.52944 -6.19136 0.25188
C 2.61056 -6.70682 -1.05817
C 3.37358 -5.82302 -1.75809
O 3.76043 -4.80175 -0.97896
C 4.21391 -2.14476 2.51589
C 3.30776 -0.91531 2.48121
H 4.52763 1.91525 2.60950
H 3.30262 3.11293 2.16483
H 2.88707 1.81351 3.27991
H 3.46166 1.63822 0.29444
H 1.67124 2.03167 -0.69600
H 0.19079 2.94034 -2.12943
H -2.15662 3.13298 -2.92042
H -5.55140 2.05964 0.55041
H -6.45125 3.58197 0.66460
H -4.66823 4.36148 1.96326
H -3.56603 3.11402 1.38324
H -3.74336 5.83180 0.37951
H -2.73722 4.52474 -0.24610
H -4.18962 4.69770 -2.15101
H -5.48048 5.41205 -1.16494
H -3.45495 0.63726 0.25707
H -1.12523 0.45373 1.09595
H 2.30370 -1.27123 0.05899
H 3.58085 -0.35266 -0.78310
H 5.30796 -1.84802 0.13106
H 4.08579 -2.77652 -0.76418
H 2.01823 -6.61049 1.09313
H 2.16763 -7.60873 -1.42684
H 3.70227 -5.80787 -2.77887
H 5.26048 -1.82580 2.55857
H 3.97891 -2.76741 3.37961
H 2.25602 -1.23743 2.49588
H 3.49889 -0.31038 3.36529
*
```

HOMO-LUMO gap ... 9.065 eV
HOMO level ... -8.786 eV
LUMO ... 0.28 eV

natural (NBO) population analysis, charges in e, atoms 1 to 6:
1. C -0.62
2. C -0.11
3. C 0.68
4. O -0.61
5. N -0.61
6. C 0.16



## B
Formula: C22H28N4O5S
Source: the OMol25 dataset
Level of theory: ωB97M-V/def2-TZVPD

ORCA input file:
```
! RIJCOSX wB97M-V def2-TZVPD def2/J DEFGRID3
* xyz 0 1
C 2.85159 3.62200 -3.94519
C 1.66745 4.07229 -3.09707
C 1.60701 3.41733 -1.70550
C 2.86602 3.70570 -0.89098
C 0.37385 3.92634 -0.95102
N 1.51059 1.96234 -1.84811
C 0.58744 1.30275 -2.55691
O -0.30246 1.79394 -3.22281
C 0.72093 -0.22924 -2.43169
N -0.05536 -0.68171 -1.28840
C -1.45483 -0.98004 -1.50364
C -1.76882 -2.45911 -1.46883
C -0.82377 -3.39745 -1.85301
C -1.09528 -4.76419 -1.84167
C -2.34926 -5.15000 -1.43862
C -3.30936 -4.21029 -1.05419
C -3.04315 -2.86456 -1.05721
O -4.45898 -4.85630 -0.69714
C -4.20043 -6.23401 -0.87036
O -2.87689 -6.40657 -1.33123
C 0.53741 -0.69005 -0.08433
O 1.70095 -0.31163 0.04999
C -0.29082 -1.20727 1.07647
C 0.51248 -1.32358 2.37880
C 0.59580 0.00764 3.09849
O 0.02035 0.25546 4.13806
N 1.36295 0.92941 2.45687
C 1.48860 2.21104 2.91229
N 2.14370 3.13033 2.28542
C 2.09221 4.30627 2.96124
C 1.38756 4.28128 4.11769
S 0.73283 2.70683 4.40536
H 2.77332 4.05192 -4.94088
H 3.79551 3.94302 -3.51206
H 2.86187 2.53881 -4.04398
H 0.74368 3.83141 -3.62318
H 1.70716 5.15430 -2.96229
H 2.74155 3.36154 0.13450
H 3.05390 4.77573 -0.87115
H 3.73046 3.21149 -1.32644
H 0.32540 3.46897 0.03510
H -0.52842 3.67904 -1.50426
H 0.42621 5.00440 -0.82917
H 2.10218 1.42025 -1.23270
H 1.76374 -0.51655 -2.28219
H 0.32976 -0.69660 -3.33577
H -2.06828 -0.45868 -0.76258
H -1.72533 -0.57043 -2.48149
H 0.15598 -3.06939 -2.16271
H -0.35599 -5.48852 -2.13780
H -3.79134 -2.15058 -0.75595
H -4.32742 -6.75646 0.09102
H -4.90524 -6.65179 -1.60654
H -1.14437 -0.54228 1.23230
H -0.68464 -2.18804 0.80118
H 0.02292 -2.03139 3.04724
H 1.52027 -1.67745 2.15437
H 1.80777 0.67078 1.57193
H 2.59998 5.15597 2.54301
H 1.21254 5.08126 4.80667
*
```

HOMO-LUMO gap ... 8.919 eV
HOMO level ... -8.423 eV
LUMO ... 0.50 eV

natural (NBO) population analysis, charges in e, atoms 1 to 6:
1. C -0.61
2. C -0.41
3. C 0.13
4. C -0.64
5. C -0.62
6. N -0.63



Most stable: B



## A
Formula: C4H8N2
Source: the OMol25 dataset
Level of theory: ωB97M-V/def2-TZVPD

ORCA input file:
```
! RIJCOSX wB97M-V def2-TZVPD def2/J DEFGRID3
* xyz 0 1
H -1.98817 0.27228 -2.06200
N -1.99027 0.55724 -1.08004
C -1.16112 -0.01378 -0.35048
C 0.13248 -0.84597 -0.19437
C 1.44481 -0.35743 -0.76285
C -0.55353 -0.15117 0.96822
N 0.02606 0.93472 1.69587
H 0.00465 -1.92177 -0.23126
H 2.27224 -0.65496 -0.11943
H 1.61274 -0.78445 -1.75162
H 1.45758 0.72716 -0.85725
H -1.22999 -0.79433 1.55947
H 0.65710 1.47709 1.11677
H -0.68461 1.55538 2.06897
*
```

HOMO-LUMO gap ... 9.184 eV
HOMO level ... -8.277 eV
LUMO ... 0.91 eV

natural (NBO) population analysis, charges in e, atoms 1 to 6:
1. H 0.34
2. N -0.61
3. C 0.31
4. C -0.31
5. C -0.61
6. C -0.11



## B
Formula: C4H8N2
Source: the OMol25 dataset
Level of theory: ωB97M-V/def2-TZVPD

ORCA input file:
```
! RIJCOSX wB97M-V def2-TZVPD def2/J DEFGRID3
* xyz 0 1
C -1.40985 0.54204 0.61932
C -0.61178 -0.58356 -0.02304
N -1.09778 -1.25768 -1.02055
H -1.16377 -2.26058 -0.84578
H 0.04327 -1.60155 1.00061
H -2.45428 0.24370 0.68533
H -1.01187 0.78499 1.60325
H -1.35708 1.43034 -0.01011
C 1.59965 0.83762 -0.59422
C 0.90036 -0.32951 -0.00438
N 1.27852 -1.18690 0.82617
H 1.36924 0.87068 -1.65991
H 2.67061 0.74326 -0.42925
H 1.24477 1.76716 -0.14743
*
```

HOMO-LUMO gap (alpha / beta) ... 7.480 / 7.480 eV
HOMO level (alpha / beta) ... -7.892 / -7.892 eV
LUMO (alpha / beta) ... -0.41 / -0.41 eV

natural (NBO) population analysis, charges in e, atoms 1 to 6:
1. C -0.69
2. C 0.31
3. N -0.82
4. H 0.39
5. H 0.29
6. H 0.24



Most stable: A



## A
Formula: C4H8N2
Source: the OMol25 dataset
Level of theory: ωB97M-V/def2-TZVPD

ORCA input file:
```
! RIJCOSX wB97M-V def2-TZVPD def2/J DEFGRID3
* xyz 0 1
C -1.32562 0.96296 -0.77131
N -0.43822 0.92657 0.19894
C 0.65296 0.14527 0.35341
C 1.05039 -0.78075 -0.74570
C 1.41985 0.36383 1.51700
N 2.04175 0.55027 2.48436
H -1.19726 0.33463 -1.64005
H -2.16170 1.63910 -0.67370
H -1.85100 -1.41238 0.50302
H -0.61272 1.55502 0.97850
H -1.24827 -1.55303 0.92207
H 1.82697 -1.46521 -0.39835
H 0.19876 -1.38623 -1.08583
H 1.43924 -0.23877 -1.62075
*
```

HOMO-LUMO gap ... 8.109 eV
HOMO level ... -7.572 eV
LUMO ... 0.54 eV

natural (NBO) population analysis, charges in e, atoms 1 to 6:
1. C -0.29
2. N -0.35
3. C -0.09
4. C -0.64
5. C 0.22
6. N -0.35



## B
Formula: C4H8N2
Source: the OMol25 dataset
Level of theory: ωB97M-V/def2-TZVPD

ORCA input file:
```
! RIJCOSX wB97M-V def2-TZVPD def2/J DEFGRID3
* xyz 0 1
C -1.43812 -0.53447 -0.22519
C -1.41734 0.98953 -0.22873
N -0.18732 1.63500 0.27383
C 0.70199 0.84540 0.59864
C 1.49889 -0.17891 0.79906
N 2.20245 -0.83216 -0.24698
H -2.39740 -0.87082 -0.62539
H -1.32350 -0.94473 0.78367
H -0.63859 -0.96824 -0.83659
H -1.55589 1.36187 -1.24916
H -2.24779 1.37884 0.36778
H 1.53501 -0.64447 1.77731
H 2.07146 -0.35419 -1.13214
H 3.19615 -0.88266 -0.05612
*
```

HOMO-LUMO gap ... 8.980 eV
HOMO level ... -8.002 eV
LUMO ... 0.98 eV

natural (NBO) population analysis, charges in e, atoms 1 to 6:
1. C -0.64
2. C -0.24
3. N -0.41
4. C 0.31
5. C -0.21
6. N -0.81



Most stable: B



## A
Formula: C4H8N2
Source: the OMol25 dataset
Level of theory: ωB97M-V/def2-TZVPD

ORCA input file:
```
! RIJCOSX wB97M-V def2-TZVPD def2/J DEFGRID3
* xyz 0 1
C 0.92438 -0.58619 -0.43089
C 0.83631 0.85249 0.10404
C -1.48372 -0.54157 0.43362
C -0.61014 -1.03095 -0.61356
N -0.37343 1.49116 -0.42285
N -1.46606 0.64351 -0.50345
H 1.26719 -0.71801 -1.42022
H 1.28669 -1.34463 0.25408
H 0.95088 0.95321 1.13975
H 1.77504 1.41652 -0.22381
H -2.45050 -1.04523 0.56622
H -1.20535 -0.47556 1.48504
H -0.94987 -1.46464 -1.42417
H -0.55447 2.47656 -0.07111
*
```

HOMO-LUMO gap ... 8.639 eV
HOMO level ... -7.511 eV
LUMO ... 1.13 eV

natural (NBO) population analysis, charges in e, atoms 1 to 6:
1. C -0.44
2. C -0.25
3. C -0.33
4. C -0.05
5. N -0.51
6. N -0.22



## B
Formula: C4H8N2
Source: the OMol25 dataset
Level of theory: ωB97M-V/def2-TZVPD

ORCA input file:
```
! RIJCOSX wB97M-V def2-TZVPD def2/J DEFGRID3
* xyz 0 1
C -1.47854 1.26407 0.63960
C -0.27252 -1.34435 -0.81491
N 0.85602 -0.66788 -1.04233
C 1.94810 -0.47089 -0.32052
C 0.37609 0.52893 2.29416
N -0.47332 0.86056 1.55628
H -1.03249 1.43872 -0.34157
H -1.94882 2.18237 0.99858
H -2.22250 0.47072 0.54117
H -0.36402 -1.91170 0.10023
H -0.99573 -1.40830 -1.61315
H 0.87428 -0.19829 -1.94258
H 2.71145 0.18483 -0.70993
H 2.02200 -0.92879 0.65497
*
```

HOMO-LUMO gap ... 7.587 eV
HOMO level ... -6.796 eV
LUMO ... 0.79 eV

natural (NBO) population analysis, charges in e, atoms 1 to 6:
1. C -0.43
2. C -0.43
3. N -0.38
4. C -0.35
5. C 0.27
6. N -0.52



## C
Formula: C4H8N2
Source: the OMol25 dataset
Level of theory: ωB97M-V/def2-TZVPD

ORCA input file:
```
! RIJCOSX wB97M-V def2-TZVPD def2/J DEFGRID3
* xyz 0 1
C 1.92643 0.00267 0.29917
N 0.60601 -0.61115 0.41589
C -0.35979 0.01265 -0.47320
C -1.73122 -0.66604 -0.43120
C -0.58103 1.41372 0.02174
N -0.75669 2.31078 0.73559
H 2.34240 -0.21506 -0.69165
H 2.59363 -0.42285 1.05206
H 1.90108 1.09534 0.44038
H 0.26367 -0.44725 1.36012
H 0.04856 -0.02929 -1.49212
H -2.42081 -0.11763 -1.07766
H -1.70519 -1.71282 -0.74537
H -2.12705 -0.61307 0.58625
*
```

HOMO-LUMO gap ... 10.799 eV
HOMO level ... -9.780 eV
LUMO ... 1.02 eV

natural (NBO) population analysis, charges in e, atoms 1 to 6:
1. C -0.42
2. N -0.58
3. C -0.14
4. C -0.60
5. C 0.25
6. N -0.34



## D
Formula: C4H8N2
Source: the OMol25 dataset
Level of theory: ωB97M-V/def2-TZVPD

ORCA input file:
```
! RIJCOSX wB97M-V def2-TZVPD def2/J DEFGRID3
* xyz 0 1
C 1.78095 -0.15226 0.22324
N 0.39566 -0.20672 0.44034
C -0.58025 0.44224 -0.37040
C -1.49047 -0.94976 -0.29921
C -0.68503 1.91313 0.07931
N -0.57088 3.00913 0.45774
H 1.98194 -0.54334 -0.78238
H 2.22788 -0.83606 0.94870
H 2.16533 0.86298 0.32711
H 0.05081 -0.18683 1.38633
H -0.31704 0.56328 -1.43406
H -1.38151 -1.33450 -1.31314
H -1.07167 -1.78478 0.32359
H -2.50571 -0.79649 0.01283
*
```

HOMO-LUMO gap ... 9.358 eV
HOMO level ... -8.539 eV
LUMO ... 0.82 eV

natural (NBO) population analysis, charges in e, atoms 1 to 6:
1. C -0.40
2. N -0.63
3. C -0.15
4. C -0.56
5. C 0.25
6. N -0.34



Most stable: C



## A
Formula: C4H8N2
Source: the OMol25 dataset
Level of theory: ωB97M-V/def2-TZVPD

ORCA input file:
```
! RIJCOSX wB97M-V def2-TZVPD def2/J DEFGRID3
* xyz 0 1
N -2.73574 0.03841 0.32272
N -1.35256 0.42440 -0.06018
C -0.41578 -0.42979 -0.32232
C 1.09096 -0.46290 -0.45710
C 1.99872 -0.31311 0.69072
C 1.75328 0.80081 -0.14787
H -3.01852 -0.90048 -0.13806
H -3.32872 0.76073 -0.22125
H -0.84310 -1.62624 -0.15205
H 1.54629 -0.87697 -1.46897
H 1.51592 -0.05289 1.67556
H 2.86272 -0.91150 0.58654
H 0.94463 1.47820 0.34600
H 2.37576 1.31940 -1.04617
*
```

HOMO-LUMO gap ... 10.609 eV
HOMO level ... -9.413 eV
LUMO ... 1.20 eV

natural (NBO) population analysis, charges in e, atoms 1 to 6:
1. N -0.64
2. N -0.28
3. C 0.10
4. C -0.31
5. C -0.42
6. C -0.42



## B
Formula: C4H8N2
Source: the OMol25 dataset
Level of theory: ωB97M-V/def2-TZVPD

ORCA input file:
```
! RIJCOSX wB97M-V def2-TZVPD def2/J DEFGRID3
* xyz 0 1
C -0.51880 -1.44917 -0.01984
N 0.77354 -1.64440 -0.15071
N 1.57074 -0.48898 -0.21058
C 0.98004 0.84246 0.17700
C -0.40202 0.99099 -0.40513
C -1.31028 -0.18918 0.10095
H -1.08559 -2.43492 -0.10280
H 2.48923 -0.58535 0.21146
H 1.04918 0.94427 1.30991
H 1.57551 1.69786 -0.19071
H -0.93896 1.86059 -0.10677
H -0.32805 0.84573 -1.43539
H -2.32017 -0.36306 -0.42209
H -1.53438 -0.02683 1.24470
*
```

HOMO-LUMO gap ... 9.333 eV
HOMO level ... -8.316 eV
LUMO ... 1.02 eV

natural (NBO) population analysis, charges in e, atoms 1 to 6:
1. C 0.00
2. N -0.22
3. N -0.47
4. C -0.25
5. C -0.42
6. C -0.46



Most stable: B